(1)
C28H33NO | ωB97M-V with the def2-TZVPD basis set

Cartesian coordinates (Å):
O: 0.3248 -0.1969 0.6938
N: -2.7110 0.4593 -2.9817
C: -3.1617 2.2719 0.7892
C: 1.3770 0.5855 2.7183
C: -2.4269 1.1099 0.6568
C: 2.9630 0.0300 -0.7727
C: 2.0688 1.7148 3.1192
C: -2.8152 1.1091 -1.7639
C: -1.5570 -3.5715 -3.1547
C: -1.6927 -1.4698 -1.9146
C: -1.3290 -2.8392 -1.9992
C: 1.4702 -1.6444 3.8779
C: -2.1160 -2.9463 -4.2863
C: -1.5704 -0.7371 -0.7176
C: 4.0400 0.8278 -1.5034
C: 3.1717 1.8820 0.9808
C: 1.3350 0.3043 1.2728
C: 3.5731 -1.3237 -0.3798
C: -3.3275 1.0362 -4.1750
C: -3.5682 2.2863 -1.6131
C: -2.2690 -0.8469 -3.0743
C: -0.7702 -0.6358 3.4023
C: 2.5037 0.7645 0.5124
C: -3.7200 2.8728 -0.3552
C: 2.9256 2.3918 2.2540
C: 0.6846 -0.3310 3.7632
C: 1.8034 -0.1979 -1.7508
C: 0.6864 0.3159 5.1470
C: -2.2386 0.4887 -0.5970
C: -2.4757 -1.5984 -4.2445
H: 2.4982 -1.4345 4.2022
H: -1.9676 0.6266 1.5193
H: 4.9329 0.9395 -0.8808
H: 2.8432 -1.9615 0.1355
H: 0.9944 -2.2885 4.6298
H: 1.3566 0.7666 -2.0281
H: 3.9341 2.3480 0.3660
H: -4.3221 3.7783 -0.2594
H: -4.3212 0.6044 -4.3563
H: 0.1743 1.2828 5.1285
H: -0.8935 -3.2946 -1.1057
H: -0.8400 -1.1058 2.4145
H: -2.9741 -1.1521 -5.1074
H: -1.2075 -1.3122 4.1532
H: -2.3164 -3.5200 -5.1952
H: 3.9270 -1.8472 -1.2791
H: 4.3363 0.3103 -2.4233
H: -1.2580 -1.2952 0.1486
H: 1.9789 2.0603 4.1429
H: -1.3198 -4.6367 -3.1858
H: 3.4638 3.2690 2.6037
H: 1.7080 0.4562 5.5116
H: 1.5060 -2.1829 2.9236
H: -3.3250 2.7058 1.7789
H: -4.1016 2.7169 -2.4565
H: 2.1732 -0.6901 -2.6640
H: -2.6809 0.8321 -5.0287
H: -3.4120 2.1141 -4.0642
H: -1.3507 0.2963 3.4012
H: 1.0275 -0.8235 -1.3000
H: 4.4322 -1.1643 0.2869
H: 3.6634 1.8181 -1.7776
H: 0.1619 -0.3284 5.8619

Forces on the atoms, in the same order (eV/Å):
-0.3573 -1.1718 0.2694
-0.2281 -0.2504 0.1207
0.2400 -0.3029 0.0601
-0.5519 -0.3903 -0.6680
-0.0416 0.3230 0.5233
-0.4716 0.2978 0.3097
0.5413 -0.1399 -0.2004
0.1604 -0.7627 0.3214
0.2369 0.0924 0.5566
0.0784 0.3949 -0.9382
-0.0740 -0.2420 -0.3222
0.0651 -0.0427 -0.0195
-0.2973 0.8533 0.2394
-1.4735 -0.8227 -0.3116
0.0796 0.0199 -0.0827
0.1642 -0.2719 0.4365
1.4737 1.2228 0.6063
0.0503 -0.0399 0.0709
0.0574 0.1495 -0.1088
-0.2164 0.5752 0.5223
0.0366 0.1530 0.8143
-0.2210 -0.2632 0.0197
-0.6895 -0.3071 -0.0010
0.0757 -0.5996 -0.5834
0.0652 0.4827 0.1196
0.0365 0.4584 -0.5147
-0.0792 -0.1880 -0.2578
-0.0366 -0.0003 0.1439
0.0059 0.6040 -0.7337
0.0873 -0.7526 -0.4531
-0.1921 -0.0930 -0.1291
-0.0991 0.1943 -0.3023
-0.0682 0.0719 -0.1216
0.1076 0.1434 -0.0719
0.0984 -0.0066 -0.1159
-0.0141 -0.1711 0.0192
-0.0197 -0.0142 0.1454
0.1913 -0.2829 -0.0599
0.2069 0.1237 0.0737
0.0768 -0.0554 0.0602
-0.1083 0.0732 -0.3590
0.0236 0.1548 0.2970
0.3144 -0.2959 0.3336
0.0278 0.1582 -0.1098
0.1094 0.1993 0.3514
-0.0569 0.0005 0.1383
-0.0544 0.0060 0.1034
0.2907 0.3746 0.1701
0.1304 -0.0074 -0.0905
-0.0053 0.3867 0.0167
-0.1215 -0.0563 -0.0819
-0.1337 0.0569 0.0242
-0.0067 0.1104 0.1091
0.1348 -0.1119 -0.3955
0.2289 -0.0083 0.3074
-0.0197 0.1282 0.0934
-0.1166 0.1291 0.0657
0.0831 -0.2041 -0.0998
0.0348 -0.1617 0.0208
0.2845 0.2082 -0.1374
-0.2229 -0.0940 -0.1119
0.1261 -0.0506 0.0060
0.0530 0.0151 -0.0880

## Properties
E_LUMO	-1.9746	eV
net charge	0
Kohn-Sham gap	3.45	eV
maximum force	2.0	eV Å⁻¹
energy above the lowest of the compared OMol25 structures with the same formula, charge and spin	0.0	kJ/mol
E_HOMO	-5.42	eV

(2)
C7H11NOP2 | ωB97M-V with the def2-TZVPD basis set

Cartesian coordinates (Å):
P: -4.2258 0.1497 0.2884
P: -1.5859 -1.3229 0.4310
O: -1.8568 1.3766 0.9730
N: 2.8615 -0.5286 1.4327
C: 1.1743 -0.5400 -0.2237
C: -0.1377 -1.1299 -0.7767
C: 1.6066 -0.9069 1.0254
C: 3.1063 0.8385 -0.5316
C: -2.3885 0.3420 0.1188
C: 3.4800 0.3685 0.6546
C: 1.8800 0.4468 -1.0104
H: -2.2289 0.9252 -1.0966
H: -4.2888 0.2890 1.7376
H: -2.6008 -1.9612 -0.5815
H: -0.3059 -0.6824 -1.8115
H: 4.3839 0.8101 0.9840
H: 3.7234 1.5288 -1.1403
H: -4.3855 1.3910 -0.0322
H: 0.1320 -2.1097 -1.0523
H: -0.9012 1.3753 0.9198
H: 1.5297 0.8847 -1.9313
H: 1.0281 -1.5446 1.6227

Forces on the atoms, in the same order (eV/Å):
0.6996 -2.8311 1.2931
-1.1075 0.2448 -2.8499
-0.8766 -0.5857 0.1622
-1.5072 0.6682 -0.0157
-1.7846 1.6943 -1.7660
0.5381 1.0910 -0.7947
3.3864 1.1929 -1.1651
-1.3424 1.3463 -3.0878
1.0153 2.3214 -2.4190
1.1353 -1.3033 2.4660
-0.4510 -1.6490 1.2267
-0.5236 -2.4974 3.1128
0.0441 0.1211 -0.8390
1.7446 0.6040 1.4119
-0.4973 -0.1113 1.5252
1.0899 -0.2704 0.9755
-0.3583 -0.3794 0.7833
-0.9016 3.3779 -0.4652
0.2350 -1.6607 -0.1857
0.3683 -0.0683 -0.1219
-0.4500 -0.4082 -0.1862
-0.4565 -0.8969 0.9398

## Properties
E_LUMO	0.5178	eV
net charge	0
Kohn-Sham gap	10.06	eV
maximum force	4.0	eV Å⁻¹
energy above the lowest of the compared OMol25 structures with the same formula, charge and spin	74.7	kJ/mol
E_HOMO	-9.54	eV

(3)
C5H9NO3 | ωB97M-V with the def2-TZVPD basis set

Cartesian coordinates (Å):
O: -1.7967 -1.0939 -1.3732
O: -1.5710 -0.8950 1.4463
O: -0.9691 0.9680 -1.6551
N: 1.8757 0.0212 -1.0777
C: -0.7016 -0.1827 0.9351
C: -0.6309 1.3261 1.2202
C: 0.8278 -0.7919 0.9635
C: 1.1104 -0.8575 -0.4479
C: -1.0508 -0.0316 -0.9776
H: 0.7442 -1.7666 1.4336
H: -1.6227 1.7536 1.0879
H: 2.1948 0.8444 -0.5884
H: 0.7587 -1.6997 -1.0292
H: 1.8404 0.0958 -2.0834
H: -2.2482 -0.8459 -2.1997
H: 1.5000 -0.1406 1.5224
H: 0.0626 1.8475 0.5620
H: -0.3237 1.4488 2.2612

Forces on the atoms, in the same order (eV/Å):
0.0294 0.1562 -0.0556
0.1813 0.0035 -0.1737
-0.0272 -0.1984 0.0065
-0.3190 -0.1862 0.1788
0.1124 0.0244 -0.1570
0.0383 -0.1491 -0.0801
-0.1248 0.0906 0.0738
0.0996 0.3835 -0.0940
0.0117 -0.0045 0.2786
-0.0372 0.0058 -0.0414
0.0197 -0.0253 -0.0056
-0.0261 -0.0641 0.0363
-0.0353 0.0166 -0.0261
0.0114 -0.0732 0.0538
0.0766 0.0222 0.0941
-0.0198 0.0209 -0.0504
0.0106 -0.0044 -0.0074
-0.0018 -0.0184 -0.0308

## Properties
E_LUMO	-0.2584	eV
net charge	0
Kohn-Sham gap	7.47	eV
maximum force	0.4	eV Å⁻¹
energy above the lowest of the compared OMol25 structures with the same formula, charge and spin	364.6	kJ/mol
E_HOMO	-7.73	eV

(4)
C19H21LaN5O6S2 | ωB97M-V with the def2-TZVPD basis set

Cartesian coordinates (Å):
La: 0.3167 -0.6327 -0.6655
S: -0.9432 1.1383 2.0737
S: 1.5613 -2.8292 -2.1724
O: 2.4205 -0.7475 -0.0513
O: 4.0114 -1.5628 1.2896
O: -1.6360 -1.3804 -0.0797
O: 0.0897 0.9829 0.9844
O: -2.8396 -1.4017 1.7996
O: 0.7308 -3.6530 4.8993
N: 0.5892 -0.2682 -3.3779
N: 0.5232 -1.9155 1.2191
N: -1.2067 1.0906 -1.9404
N: 3.2010 -2.5258 -4.2008
N: 1.6293 -0.8724 -3.9799
C: -1.2578 1.1656 -3.2841
C: 1.7195 -2.0739 1.7801
C: 1.8531 -2.6560 3.0292
C: -0.5967 -2.2219 1.8752
C: 2.1831 -2.0239 -3.4910
C: 0.1634 1.0164 -5.4325
C: -1.8416 -1.6501 1.1514
C: -2.2332 1.5715 -1.2465
C: -3.3540 2.1354 -1.8376
C: -0.1100 0.6083 -4.0148
C: -0.0751 0.6381 3.6133
C: -2.3561 1.7001 -3.9545
C: -0.8265 2.9269 2.5155
C: -3.4222 2.1885 -3.2184
C: 2.8595 -1.4235 0.9454
C: 0.1400 3.0441 3.6805
C: -0.5597 -2.7999 3.1309
C: 0.6947 -3.0651 3.7037
C: -0.1216 1.8258 4.5559
H: -4.2842 2.5968 -3.7197
H: -0.5576 -0.2475 4.0133
H: 2.8313 -2.7581 3.4759
H: -1.1083 1.9054 5.0140
H: -2.1566 1.5086 -0.1687
H: -0.1125 0.2110 -6.1185
H: 0.6219 1.7275 5.3479
H: 0.9414 0.4134 3.2928
H: 1.2213 1.2445 -5.5761
H: -1.8289 3.2448 2.7917
H: 1.1677 3.0176 3.3162
H: -0.0144 3.9765 4.2224
H: -0.3961 1.9061 -5.7009
H: 1.6417 -3.8027 5.1923
H: -4.1605 2.5104 -1.2298
H: 3.6256 -2.0455 -4.9803
H: 1.9754 -0.5069 -4.8666
H: -2.3970 1.7098 -5.0305
H: -0.4992 3.4492 1.6218
H: -1.4682 -3.0328 3.6647
H: 3.6523 -3.3587 -3.8616

Forces on the atoms, in the same order (eV/Å):
0.5590 2.2136 -5.2124
-0.0213 1.1528 1.3308
0.2479 -0.7306 -0.3461
1.5819 0.0666 0.6362
-0.0973 -0.1424 0.1894
-1.8016 -0.8491 0.2016
0.3236 0.7138 0.1889
0.1873 -0.2255 0.0042
0.0242 -0.1358 0.3057
-0.7303 0.3398 0.0499
0.1749 -1.4785 2.1216
-0.4667 0.6398 -0.5809
0.0719 0.2881 -0.1068
0.8824 0.1625 -1.0526
-0.5121 0.2708 0.3585
0.3111 0.0848 0.1147
-0.0309 0.0905 -0.2207
-0.1100 -0.0588 0.2507
-0.4596 -0.2157 0.0980
-0.0073 -0.0765 0.0895
-0.7865 -0.7757 1.5640
-0.0954 0.1151 -0.1228
-0.0490 0.0022 -0.1180
0.7642 -0.6117 -0.2048
-0.3624 -0.0251 -0.0035
0.3119 -0.1497 0.1429
-0.0775 -0.3536 0.0838
0.1614 -0.0917 0.2408
0.6638 -0.5162 0.8995
0.0444 -0.0117 0.1238
-0.0456 -0.0433 -0.1419
0.0412 0.3315 -0.6857
0.0840 0.2250 -0.0424
-0.1234 0.0582 -0.0327
0.0005 -0.1228 -0.0653
0.1455 -0.0328 -0.0459
-0.0059 -0.0312 0.1098
-0.0987 -0.0672 -0.0745
0.0299 0.0106 -0.0199
-0.0781 -0.0667 0.0005
0.0371 -0.0686 -0.1069
-0.0037 0.0332 -0.0232
-0.1206 0.0394 -0.0116
0.0349 0.0725 -0.0011
0.0535 0.0299 -0.0453
0.0374 0.0120 -0.0300
-0.1601 0.0440 -0.0932
-0.0612 0.0223 0.1147
-0.0661 -0.0177 0.1168
-0.1923 -0.1226 0.2863
0.0387 0.0233 -0.1206
-0.1036 -0.0414 -0.1832
-0.0877 0.0063 0.0217
-0.0578 0.0140 0.0479

## Properties
E_LUMO	-3.4240	eV
net charge	+1
Kohn-Sham gap	8.25	eV
maximum force	5.7	eV Å⁻¹
energy above the lowest of the compared OMol25 structures with the same formula, charge and spin	146.1	kJ/mol
E_HOMO	-11.67	eV

(5)
C3H8N4 | ωB97M-V with the def2-TZVPD basis set

Cartesian coordinates (Å):
N: -0.2656 1.4446 1.9240
N: -0.9130 -0.1312 -0.1065
N: 0.9526 0.9407 1.8495
N: 1.3396 0.2488 0.9108
C: -1.6405 0.1839 -1.0792
C: 0.5895 -0.0832 -0.2666
C: 1.0613 -1.4558 -0.7448
H: 0.7484 -2.2146 -0.0305
H: -1.0073 1.0705 1.3027
H: 0.6351 -1.6834 -1.7197
H: -0.5075 1.8241 2.8253
H: 0.8425 0.6753 -1.0312
H: -1.2672 0.5556 -2.0386
H: -2.7135 0.0797 -0.9848
H: 2.1456 -1.4551 -0.8104

Forces on the atoms, in the same order (eV/Å):
-1.5077 0.2222 -0.8219
0.9382 -0.4824 0.0734
0.4952 0.1100 1.0169
0.8501 -0.3353 -0.1218
0.1288 0.0324 -0.2987
-1.4420 0.1518 -0.7673
-0.1893 0.2636 0.0903
0.0007 -0.0574 0.0302
0.6247 0.3065 0.8548
-0.0261 -0.0319 -0.0423
0.1812 -0.1231 -0.1380
-0.0390 -0.0876 0.1152
0.1571 -0.0424 -0.0467
-0.2166 0.0752 0.0466
0.0448 -0.0014 0.0093

## Properties
E_LUMO	0.9627	eV
SMILES	C=N[C@H](C)/N=N\N
net charge	0
Kohn-Sham gap	9.80	eV
maximum force	1.7	eV Å⁻¹
energy above the lowest of the compared OMol25 structures with the same formula, charge and spin	311.9	kJ/mol
E_HOMO	-8.83	eV

(6)
C6H8N3O | ωB97M-V with the def2-TZVPD basis set

Cartesian coordinates (Å):
O: 2.9034 0.5793 -0.7966
N: -0.5363 -0.5735 -1.1948
N: -0.8938 -0.3109 1.6371
N: -2.7191 0.4178 0.5026
C: -1.8093 -0.4855 0.7766
C: 1.8623 0.2620 -1.5914
C: 1.1404 0.1669 0.5363
C: 0.7000 0.0307 -0.8724
C: 2.4819 0.5249 0.5173
C: 0.3590 -0.1666 1.7042
H: -0.8193 0.0131 -1.9558
H: 3.2327 0.8587 1.2835
H: -0.5214 -1.5515 -1.4231
H: -3.5783 0.2139 -0.0393
H: -2.4732 1.3561 0.3266
H: 1.0122 -0.2055 2.6264
H: -2.3006 -1.4126 0.5541
H: 1.9595 0.2828 -2.5914

Forces on the atoms, in the same order (eV/Å):
-0.5838 0.3455 1.3397
0.1487 1.4424 -0.2453
1.9587 -0.5930 2.0679
-1.9105 1.1184 -1.4532
-3.2076 -0.2180 -0.8263
-2.5066 -0.1771 3.4461
0.8158 -0.2065 -1.0286
3.4181 -0.9206 2.0577
-0.1152 0.1303 -0.7352
1.8346 0.9720 -0.1666
-1.1930 -0.4691 -0.8029
-0.9955 -0.6480 -0.9782
0.3826 -0.2365 -0.3986
1.0904 -0.4981 0.6736
0.5312 1.3310 0.5711
-1.6258 -0.0353 -0.4595
1.0582 -1.3392 0.1539
0.8997 0.0018 -3.2157

## Properties
E_LUMO	-4.1001	eV
SMILES	Nc1cocc1/C=N\C=[NH2+]
net charge	+1
Kohn-Sham gap	8.92	eV
maximum force	4.3	eV Å⁻¹
energy above the lowest of the compared OMol25 structures with the same formula, charge and spin	239.6	kJ/mol
E_HOMO	-13.02	eV